1.
{
  "formula": "C24H44Cl12O40S10",
  "method": "the ωB97M-V functional and the def2-TZVPD basis",
  "e_homo_ev": -10.65,
  "homo_lumo_gap_ev": 10.76,
  "total_energy_ev": -366112.302,
  "charge": 0,
  "elements": ["H", "Cl", "C", "O", "H", "O", "O", "C", "O", "S", "S", "C", "H", "S", "C", "Cl", "H", "O", "O", "O", "H", "H", "O", "Cl", "O", "S", "O", "H", "O", "O", "O", "H", "C", "C", "H", "O", "H", "H", "S", "Cl", "H", "Cl", "H", "H", "C", "Cl", "C", "C", "S", "S", "H", "H", "H", "C", "H", "O", "O", "C", "C", "C", "C", "O", "H", "O", "C", "H", "C", "H", "O", "O", "O", "H", "H", "H", "H", "O", "H", "O", "H", "H", "O", "S", "H", "C", "C", "H", "C", "C", "C", "C", "Cl", "H", "Cl", "O", "Cl", "H", "H", "H", "O", "H", "O", "O", "S", "H", "O", "S", "H", "O", "Cl", "Cl", "O", "O", "Cl", "O", "C", "H", "O", "H", "O", "O", "O", "H", "O", "H", "H", "O", "C", "H", "H", "O"],
  "coordinates": [[-2.58467, -1.50419, 3.57938], [-8.27385, 2.62719, -1.77531], [-0.71082, -2.50041, 3.07168], [-5.74832, -1.96479, 0.63567], [-0.37745, -1.55663, 2.75855], [-4.16001, -3.75236, 0.77041], [2.76905, -0.15040, 3.16729], [0.64967, 0.32353, 0.39659], [-1.43602, 0.75508, -0.54376], [1.94488, -3.84804, 0.34864], [-0.27221, -3.17616, 5.53891], [-1.54338, -1.77313, -5.96116], [3.49898, -5.34814, 2.06068], [1.61876, 4.75163, 1.89805], [-6.10529, 0.50364, 2.95433], [4.24017, -1.18437, -2.07630], [4.36247, 0.09970, 0.54252], [-4.78427, 0.23075, 3.45158], [-0.39352, -0.35955, -2.58870], [2.74430, -0.92080, 5.51188], [-6.10746, -1.44335, -2.18274], [-6.66563, -0.47507, 2.86209], [2.66567, 2.55237, -3.91670], [-2.92975, 3.70196, -4.93152], [0.98700, -2.84686, 0.00974], [6.36855, 2.59318, -0.60283], [-0.92037, -4.48674, -1.21349], [4.56148, 1.83217, -3.25660], [1.27186, 3.88922, -5.28693], [1.84080, -5.22140, -0.08337], [1.46458, 3.42189, 2.32154], [4.38896, -2.42020, 1.47232], [4.20691, -3.46866, 1.15122], [-5.09146, -1.85330, -2.20981], [3.98674, 1.31439, 6.79685], [1.53651, 4.59711, -2.97280], [-0.92349, -1.11146, -0.08626], [0.72197, 1.06314, 1.20461], [-3.83124, 1.19885, 2.73604], [-5.46572, 3.15057, -1.11461], [-1.63985, -1.54386, -4.83718], [-1.40080, 6.17829, -4.62523], [-0.66972, 3.88019, 0.85683], [5.16757, -3.86701, 0.91948], [0.63103, 5.10417, -0.36565], [-6.00467, 1.89364, -3.49692], [-2.00187, -2.35918, 3.92608], [4.55450, 1.12012, 0.22474], [-0.38698, 0.83706, -1.81435], [-0.89598, -3.92340, -2.68898], [3.86721, 3.04984, -2.28528], [-1.33127, -0.05500, 1.29423], [-1.82586, -7.15057, -2.93784], [-6.64579, 3.08917, -2.34824], [2.17237, -2.17618, -2.12624], [3.31534, 1.33249, 4.90693], [2.56981, 5.58757, 2.50717], [5.05270, 1.99988, 1.31896], [2.96909, 1.27677, 6.32487], [2.13521, -0.03597, 6.48603], [-0.44413, 4.93508, 0.72750], [-1.55583, -2.19995, 5.31064], [-2.66791, -3.20995, 3.75469], [-0.65573, 2.05611, -2.45849], [-0.82459, -0.12256, 0.33799], [1.39365, -0.48499, 0.57296], [-5.96670, 1.11692, 1.59423], [4.93725, 3.44476, -5.10099], [3.36609, -3.37601, -0.01013], [0.22052, 5.47360, 1.90746], [2.10809, -3.92921, 1.91482], [0.77057, 6.08930, -0.79359], [2.29729, 2.09200, 6.68653], [-0.19640, -6.28519, -1.19558], [-6.64768, 1.10488, 3.64349], [0.67202, -2.47557, 6.29985], [1.12050, 0.20261, 6.19486], [0.79444, 0.94141, -0.86148], [0.36951, 4.34838, -1.10506], [3.73447, -4.05709, 3.15975], [1.78562, 4.68324, 0.31396], [2.11522, 4.01995, -4.16452], [5.88694, 1.48883, 1.92206], [3.03153, -2.17932, -2.82604], [-1.75338, 4.58282, -3.85850], [-4.83007, -2.26432, -3.19879], [4.58749, 3.86900, -4.16229], [-1.86597, -6.08478, -2.60387], [4.00397, 2.76642, -3.29208], [3.40249, -4.28134, 2.16529], [-2.40740, 4.97464, -2.09970], [4.16700, 2.32435, 1.96240], [-1.19596, -0.29999, -6.84906], [5.51523, 1.26957, -0.81782], [3.72897, -3.83266, -3.13962], [-1.30393, 5.48586, 0.62504], [-0.88138, 3.99332, -3.78933], [-6.37578, 0.54942, 0.74472], [7.66262, 2.06166, -0.44952], [-3.11491, -1.05982, -2.28375], [-4.51354, 1.23361, 1.30933], [-0.59558, -4.43124, 6.06780], [-4.73640, -2.72932, -0.01353], [-6.43020, 2.19368, 1.51095], [3.47324, 4.71774, -4.51612], [3.53612, -0.10916, 4.35509], [3.56010, 1.54376, -0.09626], [0.39483, -3.43359, -3.03366], [-3.21097, -2.38348, -6.35073], [2.55531, -1.50184, -4.35107], [-3.56065, -1.73736, -0.43778], [0.25503, -3.19532, 3.99210], [-0.31092, -3.04109, -6.28635], [6.17924, 3.53308, -1.69589], [-3.98828, -1.07521, -1.64223], [2.17910, -0.58292, 7.42392], [-2.54508, 0.61766, 2.68753], [-1.92114, -6.12081, -0.50621], [5.60024, 3.14418, 0.65564], [-2.04168, -3.06686, -2.80334], [-5.14674, -3.17814, -1.44518], [-4.33587, -0.03219, -1.38086], [-1.15741, -5.22361, -3.47413], [-0.79784, -3.18774, 2.24519], [5.32785, 4.42576, -3.57956], [-3.96865, 2.46820, 3.27009], [-1.17897, -5.90582, -1.27555], [-6.78227, 4.06560, -2.84767], [-2.84760, -5.70120, -2.54943], [4.88859, -0.51615, 4.31279]],
  "forces_ev_per_angstrom": [[0.376, 0.225, 0.607], [0.367, -0.005, 0.027], [-0.537, -2.078, 2.074], [-0.794, 0.461, -0.472], [1.070, 1.189, -0.126], [0.358, -1.030, -0.327], [-0.212, -0.428, -1.240], [-0.823, -0.689, 1.618], [-0.299, 0.790, -2.157], [-1.430, -2.232, -0.689], [0.208, 1.654, -1.416], [-0.627, -0.191, 1.635], [0.305, -0.557, -0.411], [-0.323, 0.850, -0.768], [-1.356, -2.509, 0.012], [0.757, 0.567, 0.314], [0.534, -0.160, -0.239], [-1.003, -1.114, 0.172], [0.174, -0.029, 0.479], [0.843, 0.541, -0.731], [0.461, 0.089, 0.076], [0.931, 0.920, 0.234], [1.333, 0.512, 0.982], [0.691, 0.548, 1.271], [0.407, -0.413, 0.245], [0.025, 0.791, -3.233], [-0.319, 0.146, -0.422], [-0.161, 0.013, -0.547], [-0.425, 0.461, -0.852], [-0.591, 1.232, -0.172], [0.055, -1.810, 0.779], [-0.327, -0.622, 0.142], [0.317, 1.259, 0.737], [-1.516, -3.202, -1.808], [-1.271, -0.216, 0.293], [1.044, -0.400, -0.889], [0.108, -0.615, 0.174], [0.441, 0.194, -0.496], [1.264, -0.241, -1.372], [0.464, 0.537, 1.288], [0.752, -0.441, -1.841], [-0.042, -1.035, 0.544], [-0.016, -0.115, 0.178], [0.477, -0.641, -0.507], [-2.058, -1.098, 0.133], [-0.510, 0.014, -0.528], [0.113, -0.172, -0.927], [-2.080, 0.894, -0.315], [-2.761, -0.408, 0.621], [0.392, 2.753, 0.379], [-0.371, 0.660, 1.081], [0.160, -0.045, -0.186], [-0.047, 1.084, -0.070], [-0.597, 0.033, -1.074], [0.472, -0.578, -0.757], [-0.576, 0.724, 1.059], [0.680, 0.482, 0.215], [-0.163, -0.665, 2.918], [0.517, -0.246, 1.215], [1.414, 0.486, -1.028], [1.820, 0.042, -0.060], [0.311, -1.065, -1.162], [0.297, -0.269, 0.662], [0.259, 1.024, -0.457], [0.488, -1.549, 1.148], [-0.657, 0.527, -0.442], [-0.288, 2.855, -2.321], [0.389, 0.161, 0.082], [0.940, 0.500, -0.093], [-0.052, -0.433, -0.119], [-2.236, 1.466, 0.164], [-0.154, 0.137, 0.046], [0.965, -0.140, -0.935], [0.687, -1.409, 0.275], [-0.159, 0.718, 0.578], [1.007, 1.455, 0.807], [-0.290, -0.316, -0.052], [3.205, 0.836, -0.603], [0.409, 0.393, -0.305], [-0.307, 0.474, 0.640], [1.538, 0.076, 0.539], [-1.510, -0.609, 0.761], [-1.282, 0.828, -0.634], [-0.302, -0.809, 0.103], [-2.012, 1.753, -0.094], [-0.364, 0.640, 0.184], [0.319, -0.518, 0.388], [0.688, -1.904, 0.113], [-0.673, -0.638, -1.102], [2.482, -0.442, 0.176], [0.569, -0.792, -2.087], [1.513, -0.255, -0.638], [-0.004, -0.184, 0.139], [-0.895, -0.330, -0.087], [-0.575, 0.680, 0.414], [-1.961, 1.269, -0.459], [0.833, -0.462, 0.364], [0.202, -0.074, 0.641], [1.191, 0.481, 1.197], [-0.008, 0.164, -0.074], [-0.860, -0.873, 0.539], [-1.195, -1.714, -0.626], [1.088, 0.611, 1.680], [0.980, -2.008, 0.397], [0.010, 0.251, 0.285], [-1.849, -0.738, 0.691], [0.859, -0.471, -0.122], [-0.507, -0.218, 0.169], [0.649, 0.132, -0.052], [-0.304, 0.301, -0.356], [-0.546, -0.339, 0.012], [-1.515, 0.576, 0.562], [-0.750, 0.705, 0.251], [-0.069, -1.012, 1.777], [1.032, 2.519, 1.202], [0.020, 0.440, 0.113], [0.397, -0.538, -0.127], [0.625, -0.298, 0.365], [0.418, -0.044, -0.214], [0.300, -0.103, -0.249], [-0.046, 1.281, -0.062], [0.557, -0.990, -0.297], [0.532, -1.048, -0.989], [-0.312, 0.029, -0.325], [-0.176, 0.025, -0.581], [-0.309, 2.913, 1.419], [-1.176, 0.901, 0.316], [0.338, -0.666, 0.262], [-1.433, 0.018, 0.108], [0.582, -0.051, 0.258]]
}

2.
{
  "formula": "C12H26N2O2",
  "method": "the ωB97M-V functional and the def2-TZVPD basis",
  "e_homo_ev": -17.23,
  "homo_lumo_gap_ev": 11.99,
  "relative_energy_kcal_mol": 0.0,
  "total_energy_ev": -19923.278,
  "smiles": "C[N+](C)(C)CCOC(=O)[C@@H]1CCC[N+]1(C)C",
  "charge": 2,
  "elements": ["C", "H", "H", "N", "H", "O", "H", "C", "C", "C", "H", "H", "H", "H", "H", "H", "H", "N", "H", "H", "C", "H", "C", "H", "C", "C", "C", "C", "H", "H", "H", "H", "H", "C", "H", "H", "H", "C", "H", "O", "H", "H"],
  "coordinates": [[-2.96782, -3.19737, 0.12265], [0.97306, 3.61165, -2.76610], [-2.03472, -3.31958, -0.57476], [-2.85243, -2.21083, 1.16357], [0.93061, 3.97842, -0.03146], [-0.40028, 0.23893, -0.74240], [1.74887, 1.32976, -2.77279], [-4.20671, -1.98278, 1.69442], [3.90763, 2.26013, -0.24294], [2.47197, 2.00924, -2.23814], [-4.61045, -2.83401, 2.02800], [-2.76152, -3.49738, 2.93088], [-1.14975, -3.40751, 2.14036], [-2.00499, -0.20735, 1.41417], [3.06580, -0.46887, 0.05558], [-0.38684, -1.79370, -0.02640], [-0.19571, 2.82244, -0.84877], [2.73946, 1.50770, -0.83546], [4.40051, -0.11773, -1.05029], [-4.14036, -1.31621, 2.55751], [0.83740, 3.07857, -0.64514], [-1.52996, -1.46486, -1.34065], [-1.09740, -1.06014, -0.43006], [-2.91304, -4.17942, 0.61441], [0.40467, 0.64085, 0.21267], [1.62886, 3.29157, -1.89903], [3.29010, 0.04297, -0.88528], [-2.12104, -2.74650, 2.39567], [4.74210, 2.21240, -0.93787], [-3.81686, -2.98239, -0.52171], [-3.07606, -0.35740, 0.02145], [-4.98531, -1.59282, 0.98682], [3.40174, 2.12623, -2.79118], [-2.31895, -0.91024, 0.54883], [2.36693, 4.05301, -1.70095], [1.80861, 1.96859, 0.99733], [2.78937, -0.47997, -1.71886], [1.41821, 1.76729, -0.04818], [4.33008, 1.76091, 0.61161], [0.46294, 0.09624, 1.30453], [3.60023, 3.30332, 0.11361], [-1.74893, -1.97314, 3.13432]],
  "forces_ev_per_angstrom": [[2.442, -2.666, -2.136], [1.025, -0.339, 0.938], [-1.522, 0.797, 1.431], [0.568, 1.524, 0.506], [-0.250, -0.562, 0.319], [-1.480, -1.502, -0.498], [1.121, 0.107, 0.684], [-0.876, 4.112, -0.703], [-0.511, 1.767, 0.823], [-2.695, 0.423, 0.363], [-1.106, -3.586, 1.235], [0.249, 1.002, -0.699], [-2.148, 1.788, -0.026], [-0.527, -1.393, -1.223], [-0.149, 0.316, -0.074], [0.100, 0.530, -0.124], [-0.307, 0.587, -0.112], [1.274, -2.160, -0.596], [-1.257, 1.192, 0.107], [0.035, 0.127, -0.248], [-0.020, -1.464, 0.002], [0.608, 0.604, -0.487], [-0.499, -0.159, 0.704], [-1.056, 0.160, -0.349], [1.902, -1.324, 1.901], [0.784, 0.463, -2.591], [-0.522, -0.768, -0.349], [3.144, -1.857, 0.616], [-0.327, 0.588, -0.440], [-0.129, -0.327, 0.242], [-0.824, -0.382, -0.132], [1.306, -0.005, 0.136], [-0.162, 0.142, 0.086], [2.123, 2.046, 2.015], [-0.019, 0.639, -0.244], [-0.578, -0.421, -1.168], [0.041, 0.294, 0.478], [1.407, 1.508, 2.216], [-0.517, -0.497, 0.613], [-0.325, 0.584, -1.019], [0.548, -1.397, -0.947], [-0.871, -0.489, -1.251]]
}

3.
{
  "formula": "C4H11N2S",
  "method": "the ωB97M-V functional and the def2-TZVPD basis",
  "e_homo_ev": -13.98,
  "homo_lumo_gap_ev": 9.83,
  "relative_energy_kcal_mol": 54.5,
  "total_energy_ev": -18133.158,
  "charge": 1,
  "elements": ["H", "N", "H", "C", "H", "H", "H", "H", "H", "H", "N", "H", "H", "S", "H", "C", "C", "C"],
  "coordinates": [[-3.31254, -2.26835, 0.26721], [-3.36634, -1.39986, -0.19894], [2.92388, 0.42572, 1.25509], [0.59995, 0.24181, -0.25884], [4.01772, 0.96355, -0.11488], [0.15365, -1.56084, -0.38129], [2.37879, -0.99915, -0.43050], [-1.94330, 1.74823, 1.00261], [2.36852, 0.18267, -1.58036], [2.40028, 1.92009, 0.38237], [-0.26223, -0.66310, -0.05690], [-3.95740, -1.11042, -0.94660], [-2.04876, -0.50231, 1.36858], [-2.75820, 1.21041, -0.08963], [0.50378, 1.33759, -0.21089], [-2.66372, -0.43138, 0.41666], [2.95295, 0.92335, 0.17379], [2.01296, -0.01800, -0.59750]],
  "forces_ev_per_angstrom": [[-0.544, -1.312, -0.199], [2.462, 3.129, 2.198], [0.546, 1.318, -1.812], [1.282, -0.044, -0.715], [-0.869, 0.242, -0.233], [-0.340, 0.452, 0.793], [-0.281, -1.289, 0.353], [-1.339, -0.981, -1.803], [-0.959, 0.191, -1.604], [1.536, -1.198, -0.748], [0.058, -0.242, -0.835], [-0.537, -0.592, -0.580], [-1.384, -0.948, -1.456], [0.912, 0.608, 1.601], [-1.221, -0.340, 0.507], [0.139, 0.321, 0.406], [-1.592, -0.246, 4.361], [2.131, 0.930, -0.234]]
}